Entry 1:
C3H8NO3 | ωB97M-V with the def2-TZVPD basis set

Last column: Mulliken charge in e.
Positions of all 15 atoms, in Å:
C -0.069 -0.292 1.362  -0.53
O 0.225 -1.653 1.185  -0.59
C -1.227 0.144 0.466  -0.28
N -1.202 1.593 0.274  -0.74
H -0.313 -0.153 2.420  0.32
H 0.814 0.320 1.144  0.25
H 0.643 -1.771 0.298  0.47
H -1.148 -0.477 -0.428  0.25
H -2.176 -0.062 0.977  0.37
H -1.937 1.900 -0.350  0.21
H -0.323 1.822 -0.185  0.33
O 1.346 -1.460 -1.303  -0.73
C 1.689 -0.353 -1.775  -0.08
O 1.253 0.775 -1.474  -0.61
H 2.425 -0.333 -2.611  0.38

Cartesian forces, eV/Å:
C 0.2 0.0 -0.1
O 0.1 -0.7 0.2
C -0.3 0.2 0.6
N 0.4 0.2 0.0
H 0.0 0.1 0.0
H -0.1 0.1 -0.1
H -0.1 0.5 0.1
H -0.1 0.2 -0.3
H 0.0 -0.4 -0.1
H -0.1 -0.1 0.0
H 0.0 -0.1 -0.1
O 0.4 -0.4 -0.1
C -0.7 0.5 -0.1
O 0.1 0.2 0.2
H 0.2 -0.4 0.0

Lowest unoccupied orbital energy (eV): 4.31
Molar mass (g/mol): 106.101
Total energy (eV): -10875.02182
ΔE to the lowest compared entry with this formula, charge and spin (eV): 0.766
HOMO level (Eh): -0.1757
Charge: -1
Kohn-Sham gap (eV): 9.1



Entry 2:
C4H3N2O2 | ωB97M-V with the def2-TZVPD basis set

Last column: Mulliken charge in e.
Positions of all 11 atoms, in Å:
O 1.434 -1.739 1.256  -0.73
C 0.587 -1.124 0.567  0.68
C -0.032 -1.110 -0.673  -0.79
C -1.061 -0.130 -0.746  0.60
O -1.725 0.221 -1.701  -0.68
N -0.993 0.676 0.497  -0.50
N 0.105 0.110 1.250  -0.37
C 0.302 1.269 0.432  -0.05
H 0.205 -1.790 -1.474  0.38
H 0.318 2.139 1.122  0.20
H 0.860 1.479 -0.530  0.25

Cartesian forces, eV/Å:
O -1.1 0.1 -1.9
C 1.3 0.7 2.1
C -0.5 -1.4 -0.3
C 1.8 0.0 -0.3
O -1.0 0.1 -0.1
N -1.1 -0.5 -1.3
N 0.6 -0.7 0.4
C 0.5 3.0 1.1
H -0.2 -0.1 -0.1
H 0.4 -0.1 -0.7
H -0.6 -1.3 1.1

Lowest unoccupied orbital energy (eV): 4.25
Molar mass (g/mol): 111.080
Total energy (eV): -11271.00388
ΔE to the lowest compared entry with this formula, charge and spin (eV): 1.299
HOMO level (Eh): -0.1445
SMILES string: O=c1cc([O-])n2n1C2
Charge: -1
Kohn-Sham gap (eV): 8.2